Entry from the Open Molecules 2025 dataset: a 20-piece molecular cluster, C45H136N6O20 overall in a non-equilibrium geometry (ωB97M-V/def2-TZVPD).

Last column: Mulliken charge in e.
Atoms and positions in Å:
C  -2.4545  8.4503  -3.3271  -1.60
C  -3.6980  8.1451  -2.5258  0.73
O  -4.0518  9.3351  -1.9662  -0.27
H  -2.6605  9.1775  -4.1125  0.27
H  -2.0824  7.5220  -3.7606  0.42
H  -1.6457  8.7291  -2.6516  0.40
H  -3.5208  7.4160  -1.7352  0.13
H  -4.5170  7.7856  -3.1486  -0.26
H  -3.6741  9.4023  -1.0862  0.17
C  -7.3432  8.1704  -1.1888  0.93
C  -8.5872  7.6083  -1.9622  -0.44
O  -9.1459  6.5039  -1.3070  1.59
H  -6.5808  7.3959  -1.1050  -0.44
H  -7.5139  8.5134  -0.1684  -0.20
H  -6.8883  9.0460  -1.6519  -0.25
H  -8.3617  7.1693  -2.9340  -0.06
H  -9.3708  8.3254  -2.2072  0.35
H  -9.4147  6.8567  -0.4556  -1.18
C  -11.8791  5.5764  -3.3836  -0.81
C  -11.1824  4.2973  -2.9800  1.45
O  -11.9311  3.1573  -3.5072  -0.70
H  -12.9343  5.5327  -3.1140  0.29
H  -11.6178  5.6343  -4.4402  0.05
H  -11.3583  6.3856  -2.8717  0.05
H  -11.1445  4.2527  -1.8915  -0.54
H  -10.1753  4.3660  -3.3913  -0.46
H  -12.6255  2.9728  -2.8705  0.53
C  -9.8981  15.3546  -2.4716  -1.39
C  -8.7891  14.2614  -2.5599  1.25
O  -8.3420  14.1901  -3.8500  -0.66
H  -9.5288  16.3206  -2.8159  0.39
H  -10.2052  15.4793  -1.4332  0.23
H  -10.7509  15.0999  -3.1009  0.33
H  -9.2841  13.3043  -2.3959  -0.51
H  -7.9728  14.3536  -1.8434  0.00
H  -7.9422  13.3450  -4.0680  0.32
C  -4.7494  5.9600  0.8108  -0.17
C  -5.8886  5.5936  1.7631  0.47
O  -6.0572  4.1789  1.5655  -0.63
H  -4.4698  7.0004  0.9767  0.04
H  -5.0430  5.7949  -0.2258  -0.36
H  -3.9118  5.3104  1.0650  0.41
H  -6.8754  6.0435  1.6536  -0.51
H  -5.6544  5.6151  2.8274  0.37
H  -6.4334  4.0976  0.6861  -0.16
C  -5.2060  8.6062  -6.2960  -1.31
C  -5.7378  7.3366  -5.6698  0.45
O  -6.3339  6.5266  -6.6345  -0.38
H  -5.0598  9.3571  -5.5195  0.07
H  -5.8558  9.0698  -7.0382  0.37
H  -4.2617  8.3483  -6.7753  0.56
H  -6.4791  7.6336  -4.9279  -0.29
H  -4.9347  6.7893  -5.1762  0.32
H  -5.6262  6.3342  -7.2540  0.24
C  -9.8021  7.6290  -6.7882  -0.39
C  -9.6409  6.1383  -6.6798  0.23
O  -8.8579  5.7619  -7.7721  -0.63
H  -8.8808  8.2041  -6.8811  -0.04
H  -10.3243  8.0321  -5.9204  0.18
H  -10.3906  7.8995  -7.6648  0.28
H  -10.6102  5.6398  -6.6692  0.43
H  -9.2993  5.8366  -5.6896  -0.39
H  -7.9510  5.8840  -7.4817  0.46
C  -13.5541  4.5790  -0.0274  -0.82
C  -13.4166  3.0785  -0.1069  1.24
C  -14.2604  2.2891  0.9195  -1.27
O  -13.8627  0.9623  0.8577  -0.32
C  -14.5198  0.1144  1.7531  -0.80
N  -13.8494  2.6831  -1.4477  -0.62
H  -14.5510  4.9944  -0.1747  0.57
H  -12.9491  5.0666  -0.7917  -0.22
H  -13.1643  4.8919  0.9413  0.14
H  -12.3563  2.8373  -0.0313  -0.31
H  -15.3080  2.4479  0.6637  0.52
H  -14.1120  2.7559  1.8932  0.43
H  -14.1434  0.4833  2.7072  0.31
H  -14.3917  -0.9596  1.6183  0.24
H  -15.5964  0.2844  1.7496  0.32
H  -13.9588  1.6795  -1.4165  0.25
H  -14.7618  3.0984  -1.5706  0.30
C  -7.7136  1.6984  -0.1843  -2.08
C  -8.4706  2.9789  -0.4374  1.13
C  -9.3952  3.5005  0.8138  -0.38
O  -10.3466  2.5038  1.1497  -0.53
C  -10.9738  2.8166  2.3801  -0.63
N  -7.4913  3.9943  -0.7559  2.15
H  -7.0886  1.4033  -1.0271  0.39
H  -8.3849  0.8607  0.0048  0.46
H  -6.9924  1.7935  0.6274  0.34
H  -9.1398  2.7698  -1.2720  0.05
H  -9.8858  4.4351  0.5415  0.11
H  -8.7559  3.7570  1.6585  0.54
H  -11.4581  3.7930  2.3907  0.18
H  -10.2675  2.8199  3.2103  0.49
H  -11.7451  2.0867  2.6261  0.18
H  -7.0471  3.8579  -1.6526  -0.57
H  -8.1010  4.7595  -1.0064  -0.65
C  -9.3613  15.1186  1.6822  -1.24
C  -8.3278  14.0419  2.1382  0.66
C  -7.9752  13.0734  0.9992  -0.11
O  -9.1639  12.5217  0.4997  0.05
C  -8.9898  11.3431  -0.2325  -0.47
N  -7.1873  14.8514  2.4975  -0.85
H  -9.0624  15.7704  0.8613  0.32
H  -9.7830  15.7491  2.4651  0.48
H  -10.2242  14.5295  1.3718  0.05
H  -8.7320  13.4715  2.9745  0.12
H  -7.3358  12.2674  1.3592  -0.20
H  -7.4282  13.6084  0.2229  -0.04
H  -9.8967  11.1890  -0.8172  -0.05
H  -8.8060  10.4793  0.4065  0.45
H  -8.1739  11.3501  -0.9552  0.31
H  -7.5437  15.6229  3.0433  0.33
H  -6.9074  15.4349  1.7220  0.30
C  -9.0327  10.5769  -4.0210  -0.75
C  -8.2171  10.9041  -5.3492  1.59
C  -9.0844  11.6118  -6.3766  -1.25
O  -10.0353  10.6766  -6.8622  -0.04
C  -10.9627  11.2959  -7.7449  -0.97
N  -7.1345  11.8112  -4.9496  -0.20
H  -9.8175  9.8512  -4.2347  0.50
H  -9.5532  11.4658  -3.6646  0.07
H  -8.3371  10.2027  -3.2698  -0.28
H  -7.8493  9.9834  -5.8021  -0.86
H  -8.5435  12.0005  -7.2394  0.55
H  -9.6028  12.4597  -5.9290  0.47
H  -11.5599  12.0746  -7.2705  0.35
H  -11.6815  10.5488  -8.0814  0.24
H  -10.4602  11.7687  -8.5888  0.36
H  -6.6217  12.1310  -5.7588  0.31
H  -6.5163  11.4471  -4.2387  0.22
C  -7.9925  9.6427  3.8048  -0.04
C  -7.8284  10.1048  5.2635  0.13
C  -8.2881  9.0243  6.3218  -0.87
O  -9.6538  8.6499  6.0678  -0.46
C  -10.2474  7.7210  6.9638  -0.86
N  -6.3751  10.4340  5.6017  -0.76
H  -7.5228  8.6664  3.6850  -0.03
H  -7.5039  10.4026  3.1949  -0.06
H  -9.0281  9.4361  3.5348  0.18
H  -8.4258  11.0038  5.4151  0.33
H  -8.2030  9.4820  7.3073  0.41
H  -7.5579  8.2156  6.3524  0.33
H  -9.6499  6.8103  7.0062  0.34
H  -11.2607  7.6734  6.5650  0.27
H  -10.2505  8.0856  7.9910  0.35
H  -6.1821  11.0892  4.8576  0.32
H  -5.8049  9.6194  5.4249  0.32
C  -3.2546  3.9808  -2.3001  -1.25
C  -4.2036  2.6894  -2.2951  0.92
C  -5.3052  2.7038  -3.3712  -1.26
O  -6.1862  3.8536  -3.2614  -0.33
C  -7.3879  3.8156  -4.0582  -0.70
N  -3.4471  1.4936  -2.5852  -0.72
H  -2.5406  3.9632  -1.4768  0.37
H  -3.8395  4.8955  -2.2034  0.00
H  -2.7174  4.0504  -3.2460  0.41
H  -4.6886  2.6090  -1.3222  -0.02
H  -5.8364  1.7535  -3.4248  0.47
H  -4.8142  2.7678  -4.3422  0.48
H  -8.1446  3.0835  -3.7761  0.44
H  -7.1023  3.6685  -5.0998  0.55
H  -7.8923  4.7804  -4.0041  -0.38
H  -3.9671  0.6280  -2.5646  0.26
H  -3.0034  1.5413  -3.4913  0.29
C  -9.0334  5.8092  4.2637  -0.28
O  -9.9728  6.8718  3.9875  -0.55
H  -9.0381  5.5308  5.3176  0.37
H  -9.3310  4.9117  3.7214  -0.16
H  -8.0223  6.1377  4.0233  0.16
H  -9.8286  7.5530  4.6483  0.41
C  -13.4682  9.1266  -1.9755  -0.54
O  -13.4400  7.8102  -1.4530  -0.21
H  -14.4433  9.5960  -1.8456  0.36
H  -12.7861  9.8791  -1.5797  -0.15
H  -13.1170  9.1074  -3.0072  0.40
H  -14.1157  7.2789  -1.8805  0.18
C  -14.8842  8.4764  1.5323  -0.15
O  -14.8853  8.8569  2.9213  -0.56
H  -15.4692  7.5847  1.3070  0.30
H  -15.1792  9.2967  0.8779  0.26
H  -13.9031  8.1105  1.2296  -0.11
H  -14.4495  9.7075  3.0124  0.30
C  -4.5823  10.1232  1.3838  -0.19
O  -3.4107  9.7687  0.7854  -0.54
H  -4.4768  10.6840  2.3126  0.44
H  -5.1701  10.6109  0.6062  0.06
H  -5.1740  9.2358  1.6084  -0.10
H  -2.8363  10.5377  0.8010  0.29
C  -12.4889  12.7437  -0.4657  -0.09
O  -11.9006  12.2562  0.7076  -0.63
H  -13.5286  13.0187  -0.2883  0.32
H  -11.9258  13.6470  -0.7004  0.01
H  -12.3151  11.9723  -1.2159  -0.11
H  -10.9563  12.1720  0.5564  0.40
C  -11.1132  7.9174  0.9896  -0.30
O  -9.8397  7.3743  1.2031  -0.10
H  -11.2901  8.5589  0.1262  0.22
H  -11.9322  7.1981  0.9918  -0.56
H  -11.2964  8.5997  1.8197  0.60
H  -9.8439  7.1359  2.1330  -0.16
C  -4.5144  12.5653  -2.5769  -1.05
O  -5.4398  11.5452  -2.8418  -0.54
H  -4.2063  12.6682  -1.5365  0.31
H  -3.5391  12.5495  -3.0634  0.31
H  -4.9103  13.5446  -2.8458  0.39
H  -5.0480  10.7340  -2.5100  0.25

- 2S+1: 1
- DFT total energy: -3629.07734 a.u.
- LUMO: 0.2 eV